1.
A molecular structure, C18H46Li3N3O at a distorted geometry. Source: the Open Molecules 2025 dataset; level of theory: ωB97M-V/def2-TZVPD.

Charge: +1
⟨S²⟩: 0.7507
E_LUMO (spin up / spin down): -0.079 / -0.123 Eh
Gap between HOMO and LUMO (spin up / spin down): 5.27 / 8.29 eV
Maximum force: 3.6 eV/Å
Highest occupied orbital energy (spin up / spin down): -7.42 / -11.64 eV
Multiplicity: 2

Each line ends with the Löwdin charge.
Atoms and positions in Å:
Li 1.37 0.59 -0.93  0.478
Li -1.36 0.53 -0.95  0.461
Li 0.08 -1.69 -0.31  0.465
O 0.12 0.24 0.58  -0.644
H -0.14 0.60 1.45  -0.054
C 2.44 -4.46 -0.14  -0.052
C 0.89 -4.55 -0.36  -0.255
N 0.10 -3.62 0.38  -0.275
C 0.46 -3.54 1.82  -0.227
C -0.48 -2.63 2.60  -0.072
C -1.32 -3.91 0.08  -0.287
C -1.92 -5.11 0.67  -0.088
H 2.95 -5.19 -0.77  0.079
H 2.76 -4.73 0.87  0.066
H 2.76 -3.42 -0.22  0.059
H 0.69 -4.32 -1.41  0.115
H 0.51 -5.57 -0.24  0.115
H 0.40 -4.56 2.20  0.127
H 1.41 -3.01 1.86  0.114
H -1.53 -2.90 2.52  0.075
H -0.13 -2.55 3.63  0.090
H -0.38 -1.63 2.18  0.041
H -1.62 -3.90 -0.97  0.126
H -1.85 -2.98 0.31  0.089
H -1.84 -5.28 1.74  0.086
H -1.72 -6.03 0.12  0.086
H -3.00 -5.08 0.57  0.090
C 1.68 3.62 0.35  -0.077
C 3.02 3.45 -0.39  -0.222
N 3.26 2.02 -0.66  -0.224
C 3.50 1.31 0.59  -0.288
C 3.69 -0.17 0.72  -0.085
C 4.22 1.56 -1.71  -0.251
C 3.88 2.12 -3.04  -0.088
H 0.85 2.98 0.03  0.038
H 1.39 4.67 0.32  0.084
H 1.84 3.34 1.39  0.069
H 2.97 4.08 -1.28  0.107
H 3.87 3.97 0.06  0.125
H 2.73 1.57 1.32  0.098
H 4.37 1.85 0.97  0.127
H 3.97 -0.58 1.69  0.095
H 4.41 -0.62 0.04  0.074
H 2.77 -0.71 0.49  0.031
H 5.24 1.71 -1.37  0.131
H 4.13 0.47 -1.76  0.101
H 2.89 1.99 -3.46  0.082
H 3.99 3.20 -2.96  0.069
H 4.67 1.77 -3.71  0.089
C -3.50 2.07 -2.74  -0.083
C -2.86 2.79 -1.57  -0.260
N -2.86 1.89 -0.45  -0.252
C -2.20 2.49 0.76  -0.239
C -3.04 3.62 1.37  -0.069
C -4.09 1.22 -0.09  -0.280
C -3.98 0.07 0.87  -0.063
H -4.56 1.89 -2.53  0.074
H -3.02 1.13 -2.99  0.071
H -3.39 2.65 -3.65  0.086
H -1.86 3.07 -1.91  0.122
H -3.41 3.70 -1.34  0.117
H -1.91 1.80 1.56  0.094
H -1.24 2.96 0.57  0.088
H -3.74 3.28 2.13  0.075
H -2.37 4.30 1.89  0.084
H -3.68 4.11 0.64  0.073
H -4.62 0.77 -0.93  0.114
H -4.73 1.94 0.41  0.121
H -4.99 -0.34 0.94  0.093
H -3.59 0.38 1.83  0.081
H -3.37 -0.65 0.32  0.062

=====

2.
A molecular structure, C18H46Mn2O13P at a distorted geometry. Source: the Open Molecules 2025 dataset; level of theory: ωB97M-V/def2-TZVPD.

Charge: +1
⟨S²⟩: 30.0054
E_LUMO (spin up / spin down): -0.074 / -0.088 Eh
Gap between HOMO and LUMO (spin up / spin down): 8.21 / 9.38 eV
Maximum force: 1.2 eV/Å
Highest occupied orbital energy (spin up / spin down): -10.21 / -11.77 eV
Multiplicity: 11
Energy relative to the best compared isomer or geometry (same formula, charge and spin): 0.0 kcal per mole

Each line ends with the Löwdin charge.
Atoms and positions in Å:
Mn -1.33 -0.77 0.14  0.782
Mn -2.04 0.70 2.31  0.944
O -2.18 1.16 0.27  -0.406
H -2.82 1.86 0.10  -0.004
O -2.65 -1.24 1.74  -0.390
H -3.47 -1.59 2.10  -0.015
O -0.18 -0.09 1.69  -0.375
H 0.67 0.31 1.45  -0.038
C -3.57 -1.01 -2.06  -0.065
O -2.32 -1.52 -1.61  -0.269
C -2.31 -2.96 -1.62  -0.145
C -1.02 -3.52 -1.06  -0.143
O -0.63 -2.77 0.08  -0.217
C 0.24 -3.43 0.99  -0.148
C 1.65 -3.53 0.50  -0.214
O 1.75 -4.47 -0.54  -0.181
C 3.01 -4.42 -1.19  -0.078
H -4.39 -1.48 -1.52  0.102
H -3.69 -1.20 -3.13  0.102
H -3.57 0.06 -1.87  0.082
H -2.43 -3.30 -2.66  0.142
H -3.15 -3.31 -1.02  0.136
H -0.22 -3.55 -1.80  0.132
H -1.26 -4.55 -0.77  0.144
H -0.16 -4.43 1.22  0.143
H 0.23 -2.85 1.91  0.129
H 2.30 -3.80 1.35  0.139
H 1.96 -2.52 0.17  0.122
H 3.18 -3.42 -1.60  0.073
H 2.97 -5.13 -2.01  0.094
H 3.81 -4.71 -0.51  0.094
C -2.31 -0.97 5.11  -0.049
O -1.56 0.01 4.38  -0.263
C -1.14 1.12 5.17  -0.178
C -0.14 1.87 4.36  -0.166
O -0.78 2.36 3.17  -0.214
C 0.01 3.34 2.51  -0.159
C -0.68 3.78 1.25  -0.227
O -0.02 4.87 0.69  -0.170
C -0.44 6.12 1.21  -0.094
H -1.62 -1.57 5.72  0.105
H -2.79 -1.62 4.38  0.080
H -3.04 -0.49 5.77  0.101
H -0.64 0.74 6.08  0.145
H -1.98 1.73 5.51  0.143
H 0.67 1.20 4.08  0.141
H 0.25 2.71 4.93  0.142
H 0.97 2.89 2.23  0.136
H 0.21 4.17 3.19  0.132
H -1.75 4.00 1.42  0.135
H -0.68 2.95 0.54  0.097
H -1.49 6.31 0.97  0.094
H 0.15 6.90 0.73  0.095
H -0.26 6.20 2.29  0.085
C 3.24 -2.21 -4.67  -0.064
C 2.61 -0.90 -4.33  -0.246
O 1.68 -1.10 -3.23  -0.148
P 1.21 0.09 -2.35  0.375
O 0.26 -0.30 -1.31  -0.218
O 2.55 0.70 -1.80  -0.157
C 2.55 1.43 -0.54  -0.225
C 3.02 0.53 0.57  -0.063
O 0.65 1.13 -3.39  -0.147
C -0.20 2.23 -2.96  -0.247
C -1.43 2.29 -3.81  -0.060
H 3.71 -2.62 -3.77  0.069
H 2.49 -2.92 -5.02  0.086
H 4.02 -2.08 -5.42  0.088
H 3.38 -0.18 -4.04  0.120
H 2.09 -0.47 -5.19  0.125
H 3.22 2.26 -0.69  0.128
H 1.54 1.80 -0.35  0.102
H 2.27 -0.23 0.81  0.049
H 3.95 0.04 0.29  0.092
H 3.23 1.09 1.48  0.088
H -0.47 2.14 -1.91  0.097
H 0.37 3.16 -3.07  0.128
H -2.06 1.42 -3.65  0.070
H -2.01 3.17 -3.54  0.089
H -1.17 2.38 -4.86  0.087